1.
Molecular formula: C41H50As2ClMoNOSi
Method: DFT, the ωB97M-V functional and the def2-TZVPD basis

The geometry in XYZ format:
```
98
C41H50As2ClMoNOSi, DFT the ωB97M-V functional and the def2-TZVPD basis
Mo -0.249 1.344 -0.689
C -1.087 2.107 1.075
Si -2.240 0.864 1.872
C -3.092 0.352 0.254
N -2.115 0.188 -0.882
C -2.753 0.626 -2.165
C -4.046 -0.131 -2.468
C -3.914 -1.633 -2.158
C -2.445 -2.032 -2.077
C -1.688 -1.253 -1.002
C -3.520 1.605 2.990
C -3.824 1.028 4.225
C -4.806 1.574 5.041
C -5.498 2.704 4.632
C -5.208 3.294 3.408
C -4.227 2.747 2.597
C -1.369 -0.537 2.740
C -1.879 -1.839 2.762
C -1.326 -2.810 3.583
C -0.249 -2.495 4.403
C 0.275 -1.210 4.395
C -0.285 -0.242 3.573
H -0.479 2.711 1.750
H -1.823 2.807 0.620
H -3.743 1.198 0.015
H -3.739 -0.524 0.311
H -2.017 0.469 -2.951
H -2.945 1.700 -2.095
H -4.269 0.026 -3.525
H -4.879 0.302 -1.916
H -4.417 -2.223 -2.922
H -4.411 -1.874 -1.217
H -1.969 -1.869 -3.049
H -2.339 -3.095 -1.857
H -0.632 -1.272 -1.246
H -1.801 -1.704 -0.017
H -3.289 0.146 4.558
H -5.030 1.116 5.995
H -6.263 3.129 5.269
H -5.746 4.178 3.092
H -4.010 3.229 1.648
H -2.745 -2.097 2.160
H -1.746 -3.808 3.599
H 0.170 -3.247 5.060
H 1.105 -0.955 5.043
H 0.114 0.766 3.606
C 0.968 -4.673 0.252
C 1.175 -3.946 1.413
C 1.443 -2.584 1.351
C 1.516 -1.952 0.117
C 1.278 -2.679 -1.052
C 1.011 -4.036 -0.984
As 1.886 -0.061 0.026
C 2.686 0.422 1.706
C 2.341 1.601 2.351
C 3.000 1.969 3.518
C 3.998 1.157 4.033
C 4.352 -0.018 3.379
C 3.707 -0.383 2.209
C 3.436 0.127 -1.131
C 4.195 1.289 -0.996
C 5.336 1.473 -1.761
C 5.740 0.491 -2.656
C 5.010 -0.684 -2.765
C 3.861 -0.869 -2.004
H 0.768 -5.735 0.305
H 1.127 -4.434 2.377
H 1.587 -2.026 2.268
H 1.280 -2.183 -2.015
H 0.840 -4.600 -1.892
H 1.560 2.234 1.954
H 2.732 2.890 4.020
H 4.510 1.442 4.943
H 5.140 -0.644 3.776
H 3.999 -1.291 1.694
H 3.928 2.038 -0.261
H 5.923 2.374 -1.641
H 6.639 0.628 -3.243
H 5.348 -1.473 -3.425
H 3.341 -1.813 -2.062
C -0.369 1.337 -5.305
As 0.991 0.607 -4.169
C 2.531 1.735 -4.243
C 1.420 -1.133 -4.831
O 0.412 0.489 -2.597
H 0.044 1.491 -6.302
H -0.710 2.291 -4.906
H -1.204 0.641 -5.364
H 3.310 1.313 -3.610
H 2.881 1.802 -5.273
H 2.265 2.729 -3.884
H 1.656 -1.063 -5.892
H 0.560 -1.785 -4.690
H 2.282 -1.519 -4.291
Cl 1.463 3.223 -0.804
C -0.094 3.195 -1.660
H 0.074 3.235 -2.730
H -0.727 3.996 -1.291
```

Values from the calculation:
* total charge: +2
* multiplicity: 3
* energy relative to the best compared isomer or geometry (same formula, charge and spin): 45.8 kJ/mol
* max |F|: 0.004 Eh/bohr
* <S²>: 2.03
* HOMO (alpha / beta): -13.198 / -13.223 eV
* gap between HOMO and LUMO (alpha / beta): 6.646 / 7.312 eV
* LUMO (alpha / beta): -6.552 / -5.911 eV

2.
Molecular formula: C2H3N3OS
Method: DFT, the ωB97M-V functional and the def2-TZVPD basis

The geometry in XYZ format:
```
10
C2H3N3OS, DFT the ωB97M-V functional and the def2-TZVPD basis
C -1.310 0.400 -0.503
C 1.243 -0.249 0.522
H -1.963 -0.627 1.358
H 2.262 -0.349 1.127
H 2.034 0.523 -1.163
N -1.168 -0.302 0.707
N 0.144 -0.727 1.157
N 1.149 0.404 -0.572
O -2.334 0.755 -0.943
S -0.057 0.170 -1.688
```

Values from the calculation:
* total charge: 0
* energy relative to the best compared isomer or geometry (same formula, charge and spin): 218.9 kJ/mol
* max |F|: 0.156 Eh/bohr
* HOMO: -8.223 eV
* gap between HOMO and LUMO: 8.275 eV
* structure (SMILES): O=C1NN=CNS1
* LUMO: 0.052 eV

3.
Molecular formula: C6H9N3
Method: DFT, the ωB97M-V functional and the def2-TZVPD basis

The geometry in XYZ format:
```
18
C6H9N3, DFT the ωB97M-V functional and the def2-TZVPD basis
C 2.538 1.685 0.415
C 1.309 0.952 -0.147
C 0.502 0.119 0.543
C -0.689 -0.418 -0.128
C -1.549 -1.338 0.470
C -2.132 -1.011 -1.587
H 2.103 1.927 2.339
H 3.550 1.982 2.217
H 3.342 1.424 -0.138
H 2.342 2.790 0.273
H 1.096 1.156 -1.371
H 0.689 -0.148 1.690
H -1.690 -1.694 1.665
H -3.188 -2.105 -0.592
H -2.466 -1.059 -2.468
N 2.713 1.326 1.797
N -2.486 -1.675 -0.456
N -1.035 -0.253 -1.486
```

Values from the calculation:
* total charge: 0
* energy relative to the best compared isomer or geometry (same formula, charge and spin): 341.6 kJ/mol
* max |F|: 0.277 Eh/bohr
* HOMO: -7.895 eV
* gap between HOMO and LUMO: 8.871 eV
* structure (SMILES): NC/C=C/c1c[nH]cn1
* LUMO: 0.976 eV

4.
Molecular formula: C33H37N7O7P2Tc
Method: DFT, the ωB97M-V functional and the def2-TZVPD basis

The geometry in XYZ format:
```
87
C33H37N7O7P2Tc, DFT the ωB97M-V functional and the def2-TZVPD basis
Tc 0.276 -0.301 2.156
C -1.867 1.855 -6.221
C -1.960 0.644 -5.653
C -1.146 -0.561 -6.006
C 0.214 -0.300 -6.691
C 1.177 0.560 -5.919
C 1.271 1.892 -5.930
C 0.455 2.834 -6.773
C -0.905 2.309 -7.282
C 1.881 0.482 3.210
H -2.605 2.621 -5.950
H -2.768 0.455 -4.937
H -1.732 -1.210 -6.682
H -0.973 -1.159 -5.098
H 0.697 -1.282 -6.804
H 0.038 0.067 -7.707
H 1.912 -0.019 -5.342
H 2.074 2.381 -5.364
H 1.044 3.132 -7.659
H 0.281 3.763 -6.209
H -1.387 3.157 -7.794
H -0.732 1.555 -8.056
H 1.315 1.275 3.738
H 2.741 0.990 2.753
H 2.291 -0.178 3.999
P 1.817 -0.525 0.492
P -1.153 -0.803 0.441
N 2.819 0.784 0.007
N 2.981 -1.773 0.892
N -1.848 0.488 -0.439
N -2.579 -1.679 0.869
C 1.105 -1.090 -1.071
C -0.256 -1.758 -0.810
C 2.629 2.112 0.410
C 3.530 2.911 -0.280
C 4.297 2.055 -1.144
C 3.839 0.757 -0.950
C 3.847 -1.705 1.993
C 4.527 -2.911 2.102
C 4.076 -3.756 1.033
C 3.127 -3.038 0.316
C -2.070 1.781 0.056
C -2.540 2.568 -0.985
C -2.610 1.741 -2.159
C -2.197 0.471 -1.789
C -3.660 -1.994 0.035
C -4.469 -2.923 0.681
C -3.872 -3.196 1.961
C -2.721 -2.433 2.046
H 1.791 -1.785 -1.566
H 1.011 -0.197 -1.711
H -0.856 -1.827 -1.724
H -0.148 -2.772 -0.389
H 1.876 2.344 1.152
H 3.624 3.981 -0.177
H 5.083 2.361 -1.817
H 4.143 -0.178 -1.401
H 3.855 -0.832 2.627
H 5.264 -3.146 2.854
H 4.414 -4.760 0.824
H 2.529 -3.328 -0.535
H -1.873 2.006 1.098
H -2.809 3.608 -0.922
H -2.916 2.028 -3.152
H -2.108 -0.437 -2.372
H -3.767 -1.527 -0.931
H -5.368 -3.364 0.284
H -4.235 -3.877 2.714
H -1.987 -2.359 2.829
O -0.287 -0.969 9.505
N -0.801 0.039 8.980
O -1.191 1.025 9.636
C -0.952 0.081 7.541
C -0.475 -0.998 6.781
C -0.567 -0.948 5.386
C -1.171 0.189 4.738
O -1.124 0.342 3.447
C -1.678 1.250 5.558
C -1.537 1.206 6.939
N -2.115 2.484 4.928
O -2.428 3.399 5.732
O -2.150 2.625 3.699
N 0.036 -1.982 4.633
O 0.478 -2.980 5.219
O 0.072 -1.942 3.312
H -0.022 -1.866 7.246
H -1.821 2.059 7.545
```

Values from the calculation:
* total charge: +2
* multiplicity: 4
* energy relative to the best compared isomer or geometry (same formula, charge and spin): 0.0 kJ/mol
* max |F|: 0.117 Eh/bohr
* <S²>: 3.78
* HOMO (alpha / beta): -12.703 / -12.702 eV
* gap between HOMO and LUMO (alpha / beta): 2.862 / 2.827 eV
* LUMO (alpha / beta): -9.840 / -9.875 eV

5.
Molecular formula: C5H13NO2
Method: DFT, the ωB97M-V functional and the def2-TZVPD basis

The geometry in XYZ format:
```
21
C5H13NO2, DFT the ωB97M-V functional and the def2-TZVPD basis
C -0.615 0.297 -1.654
O -0.982 -0.965 -1.153
C -0.847 1.322 -0.456
C -0.124 0.774 0.834
C 1.319 0.102 0.603
C 2.651 -1.262 0.096
N 1.358 -1.181 -0.117
H 0.400 0.183 -1.982
H -1.278 0.610 -2.442
H -0.048 -1.260 -0.928
H -0.333 2.286 -0.815
H -1.889 1.561 -0.282
H -0.196 1.589 1.554
H -0.842 0.092 1.254
H 2.070 0.859 0.271
H 1.557 0.076 1.633
H 3.088 -1.810 0.982
H 3.490 -0.849 -0.535
H -3.704 -0.854 1.160
H -2.275 -0.946 0.608
O -2.802 -0.623 1.369
```

Values from the calculation:
* total charge: -1
* multiplicity: 2
* energy relative to the best compared isomer or geometry (same formula, charge and spin): 363.6 kJ/mol
* max |F|: 0.112 Eh/bohr
* <S²>: 0.75
* HOMO (alpha / beta): -1.438 / -2.393 eV
* gap between HOMO and LUMO (alpha / beta): 5.117 / 6.070 eV
* LUMO (alpha / beta): 3.679 / 3.677 eV

6.
Molecular formula: C4H16NO5
Method: DFT, the ωB97M-V functional and the def2-TZVPD basis

The geometry in XYZ format:
```
26
C4H16NO5, DFT the ωB97M-V functional and the def2-TZVPD basis
C 1.490 1.155 -1.000
O 0.403 1.801 -0.504
C 1.263 -0.394 -0.701
C 0.119 -0.651 0.320
C -0.882 -1.604 -0.117
O -1.543 -2.248 0.954
N 2.494 -1.007 -0.293
H 1.596 1.353 -2.126
H 2.441 1.639 -0.608
H 0.872 -1.076 -1.585
H 0.507 -1.070 1.314
H -0.482 0.298 0.624
H -1.813 -1.099 -0.456
H -0.657 -2.444 -0.855
H -0.790 -2.395 1.501
H 2.550 -1.489 0.610
H 3.296 -0.409 -0.380
H -2.443 -0.368 1.968
H -1.852 0.563 0.855
O -2.609 0.413 1.510
H -1.092 0.749 -1.835
H -2.100 1.560 -2.091
O -1.526 1.070 -2.648
H 0.417 2.096 1.016
H 0.045 1.391 2.416
O 0.298 2.166 2.112
```

Values from the calculation:
* total charge: -1
* energy relative to the best compared isomer or geometry (same formula, charge and spin): 196.4 kJ/mol
* max |F|: 0.147 Eh/bohr
* HOMO: -4.096 eV
* gap between HOMO and LUMO: 7.399 eV
* LUMO: 3.304 eV

7.
Molecular formula: C24H50BClO7
Method: DFT, the ωB97M-V functional and the def2-TZVPD basis

The geometry in XYZ format:
```
83
C24H50BClO7, DFT the ωB97M-V functional and the def2-TZVPD basis
O 0.559 0.745 2.738
C 0.347 -0.060 1.874
C -0.954 -0.111 1.100
C -1.513 -1.537 0.941
C -1.020 -2.170 -0.371
C -1.543 -3.582 -0.535
O -2.671 -3.889 -0.705
Cl -0.271 -4.813 -0.418
O -0.961 -2.345 1.994
C -1.808 -2.867 2.942
O -1.792 -2.511 4.064
O -2.909 -1.591 1.098
B -3.815 -1.137 0.133
O -3.480 -0.165 -0.785
O -5.050 -1.713 0.076
H 1.132 -0.778 1.570
H -0.705 0.275 0.099
H -1.679 0.539 1.593
H 0.073 -2.201 -0.309
H -1.291 -1.572 -1.248
H -2.435 -3.690 2.570
H -2.996 0.577 -0.399
H -5.396 -1.993 0.933
C 6.748 -5.361 -1.324
C 6.412 -4.325 -0.257
C 5.763 -4.922 0.991
C 4.425 -5.621 0.746
C 3.353 -4.744 0.102
C 2.960 -3.537 0.948
H 5.854 -5.861 -1.698
H 7.244 -4.897 -2.178
H 7.418 -6.126 -0.926
H 5.763 -3.556 -0.685
H 7.329 -3.811 0.043
H 5.632 -4.132 1.736
H 6.454 -5.643 1.439
H 4.048 -5.996 1.703
H 4.582 -6.504 0.120
H 2.467 -5.358 -0.074
H 3.686 -4.406 -0.883
H 2.592 -3.848 1.928
H 2.165 -2.968 0.462
H 3.802 -2.860 1.103
C -3.541 6.912 1.683
C -3.206 6.176 2.977
C -1.922 5.352 2.896
C -1.943 4.237 1.850
C -3.078 3.230 2.022
C -3.033 2.479 3.350
H -3.716 6.219 0.858
H -4.441 7.516 1.797
H -2.726 7.579 1.394
H -4.046 5.535 3.261
H -3.098 6.905 3.784
H -1.709 4.927 3.880
H -1.085 6.020 2.671
H -0.984 3.708 1.890
H -2.005 4.673 0.849
H -3.023 2.514 1.191
H -4.046 3.727 1.918
H -2.083 1.958 3.481
H -3.835 1.740 3.415
H -3.152 3.159 4.194
C 0.540 1.468 -5.904
C 1.096 2.059 -4.613
C 0.882 1.167 -3.392
C -0.584 0.892 -3.053
C -1.433 2.137 -2.803
C -0.971 2.981 -1.616
H -0.542 1.334 -5.856
H 0.750 2.118 -6.754
H 0.990 0.494 -6.111
H 0.653 3.044 -4.440
H 2.169 2.229 -4.731
H 1.379 1.620 -2.529
H 1.385 0.210 -3.560
H -0.618 0.257 -2.160
H -1.043 0.303 -3.852
H -2.464 1.821 -2.621
H -1.462 2.760 -3.700
H -0.971 2.393 -0.694
H -1.640 3.829 -1.463
H 0.035 3.379 -1.758
```

Values from the calculation:
* total charge: 0
* max |F|: 0.014 Eh/bohr
* HOMO: -10.279 eV
* gap between HOMO and LUMO: 10.638 eV
* structure (SMILES): O=CC[C@@](CC(=O)Cl)(OC=O)OB(O)O.CCCCCC.CCCCCC.CCCCCC
* LUMO: 0.360 eV

8.
Molecular formula: C15H20O6
Method: DFT, the ωB97M-V functional and the def2-TZVPD basis

The geometry in XYZ format:
```
41
C15H20O6, DFT the ωB97M-V functional and the def2-TZVPD basis
C 3.809 -0.917 2.198
C 2.886 0.030 1.202
C 3.364 1.500 0.627
C 2.383 2.454 -0.335
C 0.850 1.970 -0.798
C -0.052 2.973 -1.723
C -1.101 2.244 -2.746
C 1.009 3.825 -2.697
C 0.384 0.497 -0.214
O -0.953 -0.045 -0.497
C -1.954 0.376 0.494
C -2.483 -0.938 1.342
O -2.237 -0.906 2.804
C -2.041 -2.300 3.242
O -1.571 -2.683 4.460
O -2.513 -3.168 2.118
C -1.941 -2.433 0.945
C -2.315 -3.095 -0.507
O -1.082 -3.613 -1.189
O -0.694 -4.731 -0.644
C 1.360 -0.456 0.754
H 4.560 -0.269 2.845
H 3.040 -1.389 2.980
H 4.319 -1.823 1.661
H 4.433 1.882 0.910
H 2.854 3.494 -0.634
H -0.532 3.789 -1.018
H -2.127 2.126 -2.145
H -0.795 1.172 -3.100
H -1.358 2.988 -3.634
H 0.504 4.215 -3.685
H 1.573 4.658 -2.087
H 1.800 3.003 -3.050
H -2.899 0.751 -0.130
H -1.548 1.253 1.188
H -3.663 -1.076 1.226
H -0.805 -2.693 1.055
H -2.773 -2.265 -1.197
H -3.020 -4.038 -0.386
H 0.309 -4.853 -0.803
H 1.022 -1.510 1.169
```

Values from the calculation:
* total charge: 0
* energy relative to the best compared isomer or geometry (same formula, charge and spin): 1768.8 kJ/mol
* max |F|: 0.196 Eh/bohr
* HOMO: -8.468 eV
* gap between HOMO and LUMO: 8.478 eV
* structure (SMILES): Cc1ccc(C(C)C)c(OC[C@@H]2OC(=O)O[C@H]2COO)c1
* LUMO: 0.010 eV

> Which of these has the highest max |F|?

C6H9N3